The following is a quantum chemistry calculation of a structure of composition C75H156F13N10O19S7 at a distorted geometry, from OMol25.

2S+1 = 1
E_LUMO = -7.07 eV
DFT total energy = -245256.4483 eV
HOMO level = -14.17 eV
total charge = +3
M = 1973.57 g/mol

Element x y z (Å)
1 C 25.172875 7.795978 10.185621
2 C 25.206548 9.227804 10.772108
3 C 24.397448 10.062004 9.831154
4 N 24.186942 11.513857 9.951906
5 C 23.087533 11.946638 8.993239
6 C 22.891622 13.431668 9.023777
7 C 22.464079 13.873242 10.344079
8 C 23.344677 13.412341 11.437223
9 C 23.732337 11.920140 11.323714
10 C 25.490325 12.205192 9.581723
11 H 25.400594 7.125442 11.041733
12 H 25.938477 7.581826 9.411345
13 H 24.094500 7.506745 9.867569
14 H 26.230098 9.555448 10.898895
15 H 24.759892 9.073234 11.730613
16 H 23.311332 9.618700 9.849097
17 H 24.735261 9.822690 8.820124
18 H 22.207771 11.415594 9.408889
19 H 23.428526 11.586721 8.013934
20 H 22.092402 13.755338 8.304074
21 H 23.738572 14.027560 8.626418
22 H 21.408851 13.541095 10.494665
23 H 22.406634 14.934504 10.408976
24 H 22.790135 13.542938 12.347339
25 H 24.260470 14.049597 11.420583
26 H 22.875606 11.318242 11.425139
27 H 24.493196 11.630787 12.052466
28 H 25.874546 11.763943 8.673896
29 H 26.316060 12.081334 10.314937
30 H 25.349325 13.244229 9.447868
31 C 13.674524 20.912868 18.189985
32 C 14.487022 21.060923 19.436918
33 C 13.826382 21.995404 20.387536
34 N 14.709507 23.015473 21.021721
35 C 14.976249 24.084901 20.008648
36 C 13.838333 24.984659 19.631136
37 C 13.078466 25.504525 20.859371
38 C 12.819846 24.376084 21.919033
39 C 14.093299 23.616030 22.193547
40 C 16.020237 22.348573 21.456550
41 H 13.776828 21.942997 17.717885
42 H 12.603465 20.803008 18.276583
43 H 13.987721 20.171949 17.420016
44 H 15.390659 21.468390 19.103455
45 H 14.698155 20.110966 19.840693
46 H 13.308918 21.464750 21.212408
47 H 13.050571 22.580608 19.931206
48 H 15.477470 23.745167 19.117646
49 H 15.727835 24.681370 20.530818
50 H 13.215484 24.446159 18.929270
51 H 14.282070 25.871256 19.170300
52 H 12.099967 25.864056 20.544075
53 H 13.679813 26.287316 21.283090
54 H 12.194099 23.629591 21.424078
55 H 12.383611 24.690823 22.858660
56 H 13.927758 22.779670 22.863703
57 H 14.901685 24.120847 22.695053
58 H 16.431952 22.984336 22.260946
59 H 16.585448 22.326509 20.572165
60 H 15.868320 21.360376 21.841885
61 C 16.337783 14.042864 25.251303
62 C 16.449922 13.215084 23.977479
63 C 15.144020 13.124134 23.290655
64 N 15.088624 12.245918 22.069799
65 C 13.785976 12.647338 21.410571
66 C 13.642461 12.045087 20.040514
67 C 14.939675 12.169263 19.190957
68 C 16.184814 11.808129 19.941718
69 C 16.275531 12.515668 21.240199
70 C 14.930403 10.806007 22.481811
71 H 16.044693 15.074351 25.101770
72 H 17.284570 14.061050 25.771574
73 H 15.569063 13.680165 25.967433
74 H 16.829495 12.213273 24.298504
75 H 17.245699 13.784098 23.403687
76 H 14.777676 14.063798 22.922661
77 H 14.404837 12.768445 24.055292
78 H 13.815272 13.730793 21.398919
79 H 12.970847 12.376952 22.039175
80 H 12.853322 12.663277 19.560467
81 H 13.388403 10.988581 20.018180
82 H 15.049079 13.168619 18.799666
83 H 14.845689 11.495692 18.331487
84 H 17.161045 12.044916 19.444273
85 H 16.330358 10.714291 20.048327
86 H 16.231511 13.583096 21.085136
87 H 17.067175 12.172961 21.889367
88 H 14.007408 10.708027 23.029563
89 H 15.663462 10.530147 23.299378
90 H 14.997940 10.199966 21.610995
91 C 20.862694 20.892554 23.189555
92 C 20.144821 19.856613 22.331189
93 C 20.950464 19.590836 21.047545
94 N 20.345718 18.573875 20.171147
95 C 21.001006 18.672409 18.809564
96 C 20.622457 17.558084 17.875594
97 C 20.875422 16.172450 18.377098
98 C 20.266023 16.060623 19.827034
99 C 20.666805 17.199851 20.777646
100 C 18.859584 18.694861 19.957109
101 H 20.667700 21.911342 22.804730
102 H 21.940599 20.606668 23.164919
103 H 20.447942 20.952921 24.239925
104 H 19.127414 20.086178 22.033087
105 H 20.102425 18.936858 22.886555
106 H 21.937189 19.243354 21.288643
107 H 21.121938 20.469457 20.463781
108 H 22.054398 18.771429 19.131299
109 H 20.644729 19.626431 18.400019
110 H 21.386153 17.684858 17.089186
111 H 19.676403 17.688897 17.329421
112 H 21.965435 15.947160 18.417993
113 H 20.345315 15.375044 17.792723
114 H 20.406324 15.102779 20.339065
115 H 19.185614 15.942562 19.805830
116 H 21.733314 17.286560 21.079030
117 H 20.240092 17.158720 21.828284
118 H 18.418563 18.010952 19.214643
119 H 18.673449 19.699037 19.564763
120 H 18.372504 18.490407 20.918361
121 C 13.191920 13.831080 10.373799
122 C 12.286504 15.037868 10.543815
123 C 12.332048 16.111925 9.417735
124 N 11.597858 17.402698 9.697734
125 C 11.525472 18.377287 8.520813
126 C 10.780692 19.711167 8.916671
127 C 9.435046 19.372333 9.361773
128 C 9.369311 18.205014 10.333046
129 C 10.188224 17.004249 9.970955
130 C 12.225654 17.995653 10.911796
131 H 14.265157 14.116667 10.217643
132 H 12.870723 13.079149 9.668504
133 H 13.216680 13.413029 11.344658
134 H 12.654442 15.526981 11.473944
135 H 11.274718 14.653165 10.742054
136 H 11.839940 15.756330 8.438336
137 H 13.368572 16.370995 9.272878
138 H 10.959838 17.853148 7.760467
139 H 12.521050 18.622626 8.195369
140 H 10.783315 20.385700 8.065193
141 H 11.397041 20.142334 9.667568
142 H 8.882579 19.025583 8.529589
143 H 8.789855 20.236921 9.740162
144 H 8.320107 17.851288 10.463862
145 H 9.623074 18.482795 11.295973
146 H 9.888460 16.428719 9.089072
147 H 10.162053 16.347337 10.859842
148 H 11.813056 17.578660 11.807464
149 H 12.001068 19.064919 10.938270
150 H 13.329698 17.938708 10.784564
151 C 18.016512 22.159268 11.765308
152 C 16.721352 22.056226 12.600111
153 C 16.524559 23.274865 13.475658
154 N 15.135413 23.405325 14.063049
155 C 15.349377 24.560829 15.007038
156 C 14.143098 25.084362 15.680294
157 C 13.067284 25.427524 14.628371
158 C 12.830968 24.273764 13.672204
159 C 14.167843 23.811281 13.039985
160 C 14.773517 22.167430 14.715155
161 H 18.929905 22.337589 12.314289
162 H 17.888642 22.897436 10.954394
163 H 18.149397 21.176774 11.280212
164 H 16.743170 21.073107 13.165607
165 H 15.836900 21.819398 11.945349
166 H 16.634708 24.228200 12.858938
167 H 17.266020 23.276268 14.314416
168 H 15.858771 25.303790 14.442292
169 H 16.071322 24.224442 15.729856
170 H 14.401199 25.962979 16.257324
171 H 13.818954 24.341896 16.467271
172 H 13.448046 26.276877 14.059743
173 H 12.179348 25.793336 15.084211
174 H 12.291177 24.571629 12.812744
175 H 12.280467 23.506572 14.125267
176 H 14.630285 24.682991 12.532684
177 H 13.985484 23.076870 12.357730
178 H 13.774179 22.188496 15.110657
179 H 15.440552 21.989008 15.616097
180 H 14.771332 21.386928 14.033616
181 C 17.303590 15.669786 16.885035
182 C 17.289273 16.166289 15.451937
183 C 17.052569 14.901524 14.535807
184 C 15.641953 14.461161 14.710189
185 C 14.614794 15.436858 14.272032
186 C 14.652387 16.696434 15.097651
187 N 16.111774 17.099927 15.238120
188 O 16.311110 18.276771 15.324112
189 C 14.115573 16.589624 16.562865
190 C 13.981878 17.890018 14.384459
191 C 18.533788 16.844871 14.968427
192 H 17.177015 16.481267 17.663967
193 H 18.274150 15.112222 17.087771
194 H 16.480397 14.978090 17.074277
195 H 17.776164 14.203013 14.899886
196 H 17.343483 15.152290 13.500552
197 H 15.380664 13.986743 15.641000
198 H 15.371694 13.717224 13.974882
199 H 13.599953 15.019987 14.405421
200 H 14.853028 15.739725 13.231424
201 H 13.069143 16.412808 16.564207
202 H 14.423291 17.426253 17.214661
203 H 14.594250 15.736833 17.099233
204 H 12.963728 17.580727 14.182811
205 H 14.518928 18.030110 13.447074
206 H 13.937459 18.821072 14.940896
207 H 19.417888 16.175021 15.210091
208 H 18.841485 17.806547 15.519149
209 H 18.532843 16.949023 13.901507
210 C 16.869758 12.430789 8.698073
211 C 17.690340 11.837529 9.885214
212 C 16.703599 11.460376 10.976641
213 C 15.865672 10.298072 10.773658
214 C 16.746728 8.956264 10.627186
215 C 17.811135 9.094970 9.568147
216 N 18.382507 10.556466 9.440334
217 O 19.425892 10.673831 8.832634
218 C 17.391570 8.838787 8.104996
219 C 19.002825 8.124158 9.909090
220 C 18.819601 12.819022 10.343292
221 H 15.865953 12.150700 8.640311
222 H 17.333642 12.502655 7.712058
223 H 16.855632 13.483817 9.013916
224 H 16.053399 12.312127 11.138988
225 H 17.233936 11.247938 11.968050
226 H 15.332117 10.391001 9.810582
227 H 15.219125 10.219181 11.609642
228 H 16.092907 8.131849 10.290449
229 H 17.132056 8.735848 11.638686
230 H 16.757482 7.935262 8.181516
231 H 18.304741 8.565139 7.526538
232 H 16.849438 9.717200 7.694000
233 H 20.051724 8.452658 9.635450
234 H 18.830570 7.259298 9.273544
235 H 19.021580 7.895710 10.973188
236 H 19.380023 13.147476 9.494069
237 H 19.430948 12.475748 11.148905
238 H 18.179028 13.588675 10.807341
239 N 10.676639 18.660491 13.587740
240 S 10.248415 17.480741 14.421435
241 O 10.693754 17.581300 15.779993
242 O 10.360657 16.238988 13.696522
243 F 8.668577 17.655392 14.536717
244 S 11.239048 20.039176 14.013827
245 O 12.393996 20.320654 13.245956
246 O 11.261094 20.276102 15.420140
247 F 10.173966 20.948764 13.375723
248 N 20.948139 11.669001 13.175138
249 S 20.630009 10.242144 12.621150
250 O 20.972403 10.045827 11.241697
251 O 19.434955 9.690712 13.149588
252 F 21.801756 9.414821 13.300530
253 S 20.457604 12.302791 14.542069
254 O 19.080325 12.142581 14.909225
255 O 20.938609 13.636543 14.690971
256 F 21.248338 11.517937 15.652367
257 C 15.070506 17.402211 21.956106
258 F 13.834138 17.711454 21.737534
259 F 15.818942 18.517430 22.250555
260 F 15.097423 16.519361 22.938886
261 S 15.835165 16.508712 20.477541
262 O 15.897716 17.641180 19.534357
263 O 17.130580 15.982048 20.907885
264 O 14.842336 15.497299 20.288040
265 C 16.770348 17.281200 9.381666
266 F 17.780792 18.198008 9.312105
267 F 15.598742 17.992519 9.096132
268 F 16.873760 16.413490 8.409175
269 S 16.555534 16.514306 11.063692
270 O 16.720656 17.613715 12.011154
271 O 15.183128 16.032376 10.964039
272 O 17.575744 15.493008 11.132179
273 C 19.579180 22.699246 17.023702
274 F 20.350621 22.833301 18.143492
275 F 19.177434 23.939827 16.728546
276 F 20.287120 22.186829 15.971389
277 S 18.145582 21.611207 17.519167
278 O 18.525048 20.276212 17.123407
279 O 17.992473 21.857981 18.944887
280 O 17.157087 22.266436 16.715779

Force components x, y, z for each atom (eV/Å):
C -0.679 -1.035 0.486
C 0.176 -0.809 -0.403
C -3.262 -1.843 -0.703
N 1.993 1.727 0.008
C 0.577 -0.681 -0.118
C -0.378 1.119 -2.681
C -2.023 0.153 0.890
C 1.630 -0.622 0.061
C 0.537 0.796 0.142
C 0.723 -0.960 0.558
H -0.055 0.183 -0.672
H -0.760 0.294 0.206
H 1.903 0.510 0.222
H 0.255 0.156 0.009
H -0.372 0.685 0.782
H 1.831 0.771 0.104
H 0.089 0.541 -0.100
H 0.240 0.216 -0.708
H -0.508 -0.078 0.175
H 0.521 -0.813 0.329
H -0.085 -0.621 0.340
H 0.724 -0.041 0.147
H -0.081 0.983 -0.129
H 0.229 -0.008 0.800
H -0.503 -0.482 0.389
H -1.085 -0.683 0.686
H -0.088 0.019 -0.167
H -0.199 -0.062 -0.425
H -0.998 -0.231 0.019
H -0.253 0.869 -0.092
C -0.365 1.646 -2.306
C -0.694 -0.398 -0.565
C -1.287 -0.330 1.523
N 0.691 -1.246 -1.190
C 1.776 1.218 0.853
C -0.398 -0.012 0.805
C -0.732 -1.255 0.451
C 0.897 0.020 -1.614
C -0.151 -0.419 1.524
C -0.969 1.584 0.698
H -0.244 -1.096 -0.081
H -0.339 -0.348 0.527
H 0.185 0.407 0.837
H 1.679 0.501 -0.320
H 0.322 -1.100 0.906
H 0.410 0.106 -0.330
H -0.368 0.021 -0.577
H 0.141 -0.918 -0.168
H 0.147 0.226 -0.110
H -0.444 0.228 -0.284
H -0.077 -0.336 -0.422
H 0.164 0.431 0.078
H 0.011 0.557 0.395
H -0.606 0.273 0.404
H -0.168 0.229 -0.056
H -0.412 -0.254 0.198
H 0.019 1.047 0.064
H 0.124 -0.314 -0.673
H 1.324 -0.163 -0.792
H -0.492 -0.503 0.113
C -1.014 -0.078 1.042
C 2.140 0.696 0.657
C -0.988 -0.486 0.716
N -2.121 -0.665 1.842
C 0.899 0.151 -0.737
C 0.496 0.820 -1.171
C -0.547 -0.256 -0.623
C 2.086 -1.181 -0.449
C -0.638 -0.339 0.465
C 1.313 0.557 1.901
H 0.063 0.288 -0.508
H 0.235 -0.070 0.139
H 0.481 -0.207 -0.401
H -0.146 0.647 -0.563
H -0.903 -1.081 0.162
H 0.220 0.723 0.197
H 0.327 0.019 -0.921
H -0.006 0.118 -0.586
H -0.464 -0.414 0.742
H 0.280 -0.791 0.076
H -0.476 0.012 0.397
H -0.091 0.514 -0.042
H -0.063 0.209 0.054
H -1.022 0.217 -0.211
H -0.487 0.353 0.205
H 0.570 0.476 0.039
H 0.704 0.260 -0.346
H -0.647 -0.005 -0.400
H -0.195 0.340 -1.430
H -0.012 -0.678 -0.323
C -0.563 0.487 0.507
C 0.461 -0.097 -0.609
C -0.792 0.460 0.869
N -0.842 -1.937 -0.612
C -0.244 0.714 1.176
C 1.519 0.230 -1.960
C -0.725 -1.588 2.149
C 0.080 -0.373 0.350
C 0.213 0.247 1.014
C -0.474 0.463 0.424
H 0.620 -0.450 -0.097
H -0.694 0.717 0.448
H 0.701 -0.487 -1.061
H -0.109 0.473 0.297
H -0.127 -0.507 0.314
H 0.516 -0.323 0.227
H -0.341 0.866 -0.371
H -0.133 -0.406 -1.016
H 0.275 -0.159 0.047
H -0.395 0.171 -0.228
H 0.142 0.152 0.836
H -0.731 0.093 -0.118
H 0.780 0.823 0.138
H 1.074 0.043 -0.123
H -0.391 0.897 -0.374
H -0.236 -0.511 -1.007
H -0.365 -0.102 -1.568
H 0.817 0.021 0.421
H -0.085 -0.070 0.434
H -0.013 0.192 -0.420
C 1.462 0.852 -0.606
C -0.222 0.971 0.380
C -0.775 -1.044 -1.727
N -0.092 -0.553 0.699
C -0.313 0.678 0.661
C 1.794 -1.361 -0.838
C -2.731 0.542 1.352
C -1.811 -0.435 -1.053
C -0.272 -0.326 0.758
C 1.025 1.660 -0.807
H -1.026 -0.099 -0.311
H -0.178 -0.063 -0.326
H -0.110 -0.962 1.041
H -0.455 -0.189 -0.558
H 0.260 0.348 -0.140
H 1.028 0.199 1.359
H 0.347 0.086 -0.353
H 0.122 -0.118 -0.311
H 0.494 -0.250 -0.159
H 0.075 -0.064 -0.186
H 0.274 0.830 0.638
H -0.641 -0.213 -1.364
H 1.198 -0.945 -0.281
H 0.563 0.285 -0.343
H 0.799 0.736 2.057
H -0.321 0.256 0.121
H 0.220 0.180 -0.595
H 0.121 -0.498 0.328
H -0.054 -0.394 0.227
H -0.727 -0.348 0.399
C -1.012 -0.710 -0.966
C -0.233 -1.839 -0.148
C 0.582 0.472 -0.895
N 1.629 0.903 0.184
C 0.389 -0.582 0.765
C -1.554 -0.737 0.575
C 0.971 0.047 0.074
C 1.833 0.799 -0.379
C -0.595 2.939 1.617
C 0.100 0.025 3.335
H 0.016 0.305 0.411
H 0.255 -0.151 0.422
H 0.025 0.418 0.054
H 0.334 1.328 -0.027
H 0.784 0.808 0.189
H 0.171 -1.275 0.750
H -0.743 0.018 -0.650
H 0.152 0.799 -0.692
H 0.292 -0.369 0.356
H 0.218 0.311 -0.009
H -0.101 0.528 -0.911
H 0.123 0.106 -0.127
H -0.908 0.031 0.432
H -0.969 0.565 -0.750
H -0.610 -1.406 0.656
H -0.341 -0.454 0.125
H -0.191 -2.272 -1.740
H -0.569 0.401 0.053
H -0.473 0.117 -1.432
H 0.271 -1.468 -1.290
C 0.473 0.461 1.890
C 0.019 -1.237 -1.441
C 0.249 1.745 0.472
C -0.868 -1.849 -1.390
C -0.546 1.433 0.263
C -0.436 1.649 0.645
N 0.087 1.975 1.226
O 0.337 -1.449 -0.302
C 2.352 -0.912 0.621
C 0.215 -0.810 -0.070
C 2.551 0.764 2.004
H 0.317 -0.644 -0.895
H -1.168 0.773 -0.472
H 0.237 -0.005 -0.057
H 0.331 -0.732 0.118
H -0.485 -0.141 0.337
H 0.229 0.045 0.631
H 0.749 -1.110 -0.168
H 0.369 0.169 -0.507
H -0.639 -0.352 0.358
H -1.028 0.194 -0.191
H -0.462 0.068 -0.621
H -0.480 0.292 -0.514
H -0.117 -0.085 -0.137
H -0.161 0.252 -0.174
H 0.124 -0.131 0.190
H -1.129 0.332 -0.336
H -0.977 -1.143 -1.066
H -0.143 0.468 -0.524
C 2.122 1.848 0.522
C 0.477 -0.654 -0.207
C 1.907 1.046 2.546
C 0.472 -2.978 -2.674
C -1.802 1.632 0.574
C 2.347 -0.024 0.129
N 2.165 -0.183 -1.345
O -2.452 -0.301 1.429
C -0.139 -0.293 0.251
C 0.770 0.691 -0.656
C -2.704 -0.257 0.218
H -1.430 -0.971 -0.082
H 0.220 -0.607 0.153
H -0.255 -0.023 -0.098
H 0.102 0.501 0.092
H -0.214 0.727 -1.153
H -0.425 -0.045 0.568
H -0.926 -0.355 0.481
H 0.274 0.285 0.392
H 0.203 -0.041 -0.667
H 0.088 0.584 -0.460
H -0.812 0.536 0.208
H 0.210 -0.843 -0.059
H -1.485 0.103 0.164
H -0.103 -0.413 0.412
H -0.094 -0.169 -0.160
H 0.280 0.475 -0.332
H 0.490 -0.756 0.305
H 0.763 0.274 -0.547
N 0.324 0.831 -1.942
S -1.418 -1.870 2.190
O 0.118 -0.702 -0.346
O 0.411 0.803 0.119
F 0.367 0.120 -0.177
S -0.058 -0.913 1.148
O 1.336 0.551 -0.644
O 0.002 0.513 -0.341
F -0.917 0.912 -0.077
N 0.156 0.555 -0.509
S 0.899 -0.569 1.648
O -0.407 1.000 -0.203
O -0.669 -0.375 -0.449
F -0.097 -0.099 0.182
S -0.999 0.767 0.994
O 0.237 -0.713 -0.656
O 0.613 0.103 -0.776
F 0.132 -0.487 -0.350
C 2.580 -0.904 -1.545
F -1.199 0.993 -0.193
F -0.899 -0.741 0.314
F 0.192 0.036 1.470
S 0.703 2.735 0.689
O 0.029 -1.464 0.209
O -0.536 0.371 -0.177
O -0.827 -1.051 -0.846
C -0.995 2.429 0.106
F -0.817 -1.239 0.122
F 1.086 -0.458 0.473
F 0.567 -0.706 -0.313
S -0.452 0.965 0.402
O -0.033 -0.589 -0.513
O 0.499 -0.052 0.018
O -0.003 -0.025 -0.105
C 0.530 -0.286 0.960
F 0.418 -0.338 -1.149
F 0.119 -0.378 -0.396
F -0.566 0.735 1.325
S 1.154 0.761 -0.076
O -0.040 -0.143 0.286
O 0.006 -0.424 -0.128
O -1.679 0.082 -0.733